Record 1
Entry from the OMol25 dataset: a structure of composition C40H29F17NOS5Sb2Tc (the ωB97M-V functional and the def2-TZVPD basis).

Calculated values
LUMO (eV): -1.643
Energy relative to the best compared isomer or geometry (same formula, charge and spin) (kcal per mole): 0.0
Kohn-Sham gap (eV): 5.96
Max |F| (eV/A): 0.8

Geometry as XYZ:
```
96
C40H29F17NOS5Sb2Tc (the ωB97M-V functional and the def2-TZVPD basis)
Tc 0.154 0.272 0.933
F -3.309 1.323 6.653
C -3.063 1.112 5.363
C -1.768 0.992 4.908
F -0.744 1.081 5.754
C -1.555 0.760 3.567
F -0.245 0.649 3.171
C -2.557 0.657 2.629
S -2.280 0.377 0.916
C -3.850 0.790 3.124
F -4.889 0.706 2.290
C -4.107 1.007 4.462
F -5.360 1.119 4.896
S 5.007 0.631 2.915
Sb 4.597 2.371 1.132
S 2.566 0.386 1.090
S 2.965 0.412 3.155
S 5.854 1.660 -0.547
C -0.346 -2.384 4.725
C 0.871 -2.371 3.792
C 2.131 -2.785 4.550
C 0.583 -3.263 2.608
C 0.644 -4.638 2.794
C 0.304 -5.521 1.787
C -0.117 -5.041 0.558
C -0.187 -3.682 0.309
C -0.576 -3.182 -1.056
C -1.639 -4.036 -1.738
C 0.692 -3.084 -1.916
C 0.180 -2.788 1.338
N 0.155 -1.413 1.070
H -0.180 -1.723 5.579
H -0.509 -3.394 5.111
H -1.258 -2.074 4.209
H 1.032 -1.361 3.431
H 1.990 -3.731 5.080
H 2.378 -2.024 5.293
H 2.986 -2.885 3.878
H 0.953 -5.020 3.758
H 0.362 -6.590 1.960
H -0.390 -5.739 -0.223
H -0.998 -2.190 -0.924
H -1.264 -5.034 -1.983
H -1.939 -3.563 -2.674
H -2.527 -4.147 -1.111
H 1.137 -4.076 -2.037
H 1.444 -2.444 -1.449
H 0.469 -2.689 -2.909
F 1.833 3.702 -0.172
C 0.850 4.448 0.346
F 1.404 5.529 0.894
F 0.079 4.865 -0.659
C 0.019 3.585 1.378
O 0.129 2.262 1.084
C -1.475 4.070 1.318
F -2.161 3.641 2.383
F -1.553 5.405 1.303
F -2.074 3.604 0.227
C 0.587 3.881 2.812
F 0.339 5.139 3.183
F 0.058 3.083 3.735
F 1.907 3.686 2.814
F -1.043 5.915 -4.607
C -0.754 4.785 -3.941
C -1.794 4.048 -3.409
C -1.494 2.877 -2.732
C -0.171 2.467 -2.593
C 0.856 3.243 -3.122
C 0.567 4.412 -3.811
Sb 0.266 0.588 -1.729
C 2.059 0.202 -2.778
C 3.184 -0.332 -2.153
C 4.346 -0.578 -2.871
C 4.356 -0.293 -4.217
F 5.468 -0.537 -4.926
C 3.267 0.249 -4.873
C 2.117 0.501 -4.144
C -1.191 -0.470 -2.862
C -0.889 -0.968 -4.129
C -1.882 -1.515 -4.930
C -3.171 -1.563 -4.442
F -4.134 -2.092 -5.214
C -3.505 -1.096 -3.188
C -2.504 -0.548 -2.396
H -2.814 4.391 -3.527
H -2.304 2.296 -2.309
H 1.891 2.956 -2.991
H 1.348 5.031 -4.235
H 3.181 -0.567 -1.099
H 5.232 -0.965 -2.386
H 3.333 0.476 -5.930
H 1.274 0.959 -4.647
H 0.126 -0.944 -4.507
H -1.665 -1.904 -5.916
H -4.528 -1.161 -2.842
H -2.770 -0.197 -1.408
```


Record 2
Entry from the OMol25 dataset: a structure of composition C40H31Br2GeN4NdO6S in a non-equilibrium geometry (the ωB97M-V functional and the def2-TZVPD basis).

Calculated values
LUMO (alpha / beta) (eV): -2.029 / -2.013
Expectation value of S²: 3.753
Kohn-Sham gap (alpha / beta) (eV): 5.66 / 5.68
Multiplicity: 4
Max |F| (eV/A): 2.5

Geometry as XYZ:
```
86
C40H31Br2GeN4NdO6S (the ωB97M-V functional and the def2-TZVPD basis)
Nd -7.949 -19.118 -10.172
C -7.972 -18.034 -13.934
C -7.513 -17.002 -13.013
C -6.759 -15.961 -13.598
C -6.416 -14.865 -12.843
C -6.786 -14.828 -11.470
C -6.609 -13.707 -10.644
Br -5.634 -12.160 -11.117
C -7.096 -13.675 -9.356
C -7.636 -14.811 -8.810
Br -8.035 -14.609 -6.988
C -7.750 -16.027 -9.543
O -8.064 -17.213 -9.059
C -7.446 -15.963 -10.950
N -7.823 -17.034 -11.702
H -7.158 -18.246 -14.642
H -8.837 -17.675 -14.525
H -8.263 -18.946 -13.426
H -6.483 -16.008 -14.647
H -5.891 -13.997 -13.259
H -7.037 -12.785 -8.768
O -16.358 -17.737 -14.718
S -15.318 -17.567 -13.718
O -13.975 -17.889 -14.228
O -15.369 -16.494 -12.745
C -15.385 -18.697 -12.302
N -16.517 -19.256 -11.883
C -16.407 -19.905 -10.742
C -15.209 -19.990 -10.005
C -14.056 -19.471 -10.650
N -14.161 -18.841 -11.830
C -12.604 -19.801 -10.355
C -11.688 -19.450 -11.357
C -10.390 -19.964 -11.290
N -9.887 -20.533 -10.156
C -10.795 -21.045 -9.305
C -12.138 -20.679 -9.340
H -17.321 -20.385 -10.434
H -15.116 -20.453 -9.035
H -12.004 -18.799 -12.148
H -9.848 -20.043 -12.201
H -10.398 -21.717 -8.544
H -12.806 -21.123 -8.598
O -5.695 -20.190 -9.779
C -5.326 -19.541 -10.814
O -6.150 -19.286 -11.740
C -3.904 -18.842 -10.880
C -3.709 -17.779 -9.793
Ge -3.728 -18.538 -7.948
C -5.225 -19.428 -7.110
C -5.131 -20.710 -6.527
C -6.263 -21.474 -6.225
C -7.552 -21.010 -6.589
C -7.676 -19.668 -7.042
C -6.535 -18.910 -7.249
C -2.139 -19.681 -8.096
C -0.911 -19.070 -8.384
C 0.185 -19.803 -8.871
C 0.064 -21.174 -9.086
C -1.131 -21.806 -8.781
C -2.212 -21.068 -8.253
C -3.289 -17.017 -6.820
C -2.184 -16.992 -5.947
C -1.947 -15.884 -5.101
C -2.795 -14.775 -5.173
C -3.893 -14.773 -6.068
C -4.122 -15.895 -6.860
H -3.778 -18.438 -11.904
H -3.131 -19.594 -10.837
H -4.464 -16.967 -9.884
H -2.772 -17.242 -9.957
H -4.136 -21.079 -6.295
H -6.145 -22.431 -5.727
H -8.406 -21.665 -6.592
H -8.638 -19.207 -7.213
H -6.628 -17.853 -7.476
H -0.812 -17.970 -8.281
H 1.081 -19.274 -9.127
H 0.910 -21.737 -9.454
H -1.237 -22.884 -8.857
H -3.132 -21.581 -8.053
H -1.531 -17.853 -5.894
H -1.103 -15.904 -4.450
H -2.674 -13.979 -4.466
H -4.598 -13.927 -6.059
H -4.973 -15.922 -7.511
```


Record 3
Entry from the OMol25 dataset: a structure of composition C40H31N6PPdS (the ωB97M-V functional and the def2-TZVPD basis).

Calculated values
LUMO (alpha / beta) (eV): -0.179 / -0.859
Expectation value of S²: 2.010
Kohn-Sham gap (alpha / beta) (eV): 6.30 / 5.53
Multiplicity: 3
Max |F| (eV/A): 0.9

Geometry as XYZ:
```
80
C40H31N6PPdS (the ωB97M-V functional and the def2-TZVPD basis)
Pd -0.102 0.152 -0.162
C -4.511 1.436 -0.032
C -3.158 1.324 -0.382
N -2.414 0.305 -0.025
C -2.968 -0.706 0.685
C -4.317 -0.663 1.120
C -5.083 0.456 0.729
C -4.822 -1.705 1.923
C -3.989 -2.733 2.278
C -2.668 -2.810 1.826
C -2.132 -1.832 0.986
N -0.882 -1.816 0.458
C -0.028 -2.881 0.539
C -0.381 -4.213 0.378
C 0.562 -5.238 0.540
C 1.865 -4.969 0.864
C 2.286 -3.629 0.991
C 3.609 -3.256 1.305
C 3.925 -1.933 1.418
C 2.932 -0.969 1.175
N 1.699 -1.277 0.854
C 1.349 -2.583 0.792
H -5.074 2.302 -0.353
H -2.667 2.090 -0.960
H -6.117 0.523 1.045
H -5.850 -1.671 2.260
H -4.361 -3.521 2.924
H -2.049 -3.638 2.139
H -1.405 -4.459 0.131
H 0.243 -6.266 0.419
H 2.580 -5.767 1.024
H 4.359 -4.025 1.452
H 4.926 -1.611 1.672
H 3.181 0.082 1.238
S 1.788 1.696 0.024
C 0.972 2.826 -1.075
N 1.166 4.170 -0.604
C 0.821 5.234 -1.416
C 0.727 5.075 -2.739
C 0.908 3.743 -3.333
N 1.718 2.785 -2.533
H 1.060 4.264 0.390
H 0.706 6.191 -0.925
H 0.495 5.900 -3.396
H 1.277 3.760 -4.355
N -0.373 2.425 -1.322
P -0.566 2.293 -2.948
C 1.157 1.586 -3.185
C 1.742 0.697 -3.986
C 3.145 0.436 -4.206
C 4.184 1.143 -3.731
C 4.144 2.359 -2.955
C 3.124 3.048 -2.440
C -1.515 0.757 -3.329
C -1.063 -0.458 -2.816
C -1.758 -1.632 -3.050
C -2.912 -1.611 -3.821
C -3.365 -0.414 -4.350
C -2.670 0.764 -4.106
C -1.836 3.530 -3.508
C -1.909 3.917 -4.845
C -2.749 4.947 -5.235
C -3.517 5.614 -4.289
C -3.432 5.251 -2.954
C -2.591 4.216 -2.563
H 1.049 0.014 -4.468
H 3.361 -0.450 -4.791
H 5.177 0.777 -3.961
H 5.116 2.790 -2.747
H 3.317 3.953 -1.881
H -0.160 -0.489 -2.208
H -1.398 -2.559 -2.619
H -3.463 -2.526 -4.001
H -4.264 -0.390 -4.953
H -3.039 1.697 -4.509
H -1.298 3.406 -5.583
H -2.796 5.239 -6.277
H -4.174 6.418 -4.593
H -4.012 5.780 -2.208
H -2.495 3.962 -1.515
```